Formula: C30H60AsF6O30
Source: the OMol25 dataset
Level of theory: ωB97M-V/def2-TZVPD

The geometry in XYZ format:
```
127
Properties=species:S:1:pos:R:3:lowdin_charge:R:1
As -0.47 -0.02 -0.38 1.01
F 0.31 -1.63 -0.06 -0.29
F -0.49 -0.58 -2.15 -0.31
F -1.34 1.51 -0.72 -0.27
F -0.20 0.46 1.41 -0.31
F 1.11 0.69 -0.72 -0.27
F -2.07 -0.78 -0.03 -0.28
C 0.75 -5.96 4.03 -0.04
O 0.13 -6.22 2.79 0.00
C -0.47 -5.22 2.13 -0.60
O -0.82 -4.16 2.57 0.14
O -0.69 -5.60 0.87 -0.02
C -1.41 -4.74 -0.03 -0.03
H 1.10 -4.93 4.11 0.08
H 1.67 -6.54 4.11 0.10
H -0.05 -6.12 4.75 0.10
H -0.85 -3.80 -0.12 0.07
H -2.45 -4.58 0.24 0.10
H -1.35 -5.12 -1.05 0.09
C -3.43 2.49 1.54 -0.03
O -2.59 2.97 2.57 0.01
C -2.82 2.68 3.84 -0.55
O -3.82 2.13 4.32 0.10
O -1.71 3.01 4.55 0.00
C -1.90 3.08 5.95 -0.07
H -3.20 2.76 0.51 0.09
H -4.45 2.80 1.80 0.09
H -3.44 1.41 1.67 0.08
H -2.34 2.24 6.48 0.09
H -2.49 3.96 6.24 0.09
H -0.89 3.08 6.36 0.09
C -5.44 0.91 -7.21 -0.03
O -5.25 0.38 -5.88 -0.02
C -4.04 -0.08 -5.43 -0.56
O -2.91 0.00 -5.95 0.08
O -4.21 -0.46 -4.20 0.01
C -3.13 -0.91 -3.41 -0.05
H -5.29 1.99 -7.27 0.09
H -6.39 0.45 -7.48 0.09
H -4.69 0.53 -7.89 0.08
H -2.93 -1.98 -3.49 0.10
H -3.39 -0.78 -2.36 0.09
H -2.23 -0.35 -3.64 0.06
C 0.76 0.77 -5.44 -0.02
O 0.86 -0.24 -6.46 -0.01
C 1.34 0.04 -7.68 -0.54
O 1.35 1.17 -8.14 0.11
O 1.79 -1.12 -8.27 -0.01
C 2.45 -0.98 -9.54 -0.07
H -0.12 1.40 -5.62 0.09
H 1.60 1.46 -5.43 0.09
H 0.77 0.28 -4.47 0.09
H 2.69 -2.02 -9.77 0.09
H 3.35 -0.38 -9.63 0.09
H 1.78 -0.63 -10.32 0.09
C -3.77 -1.85 2.47 -0.06
O -4.19 -1.88 3.83 -0.01
C -5.25 -1.13 4.31 -0.46
O -5.53 -1.09 5.53 0.07
O -5.90 -0.43 3.30 -0.04
C -6.89 0.50 3.68 -0.07
H -3.45 -0.86 2.13 0.07
H -4.42 -2.32 1.73 0.09
H -2.85 -2.41 2.37 0.08
H -7.02 1.35 3.01 0.09
H -6.45 1.01 4.54 0.08
H -7.83 0.07 4.01 0.09
C 6.23 -3.21 2.24 -0.03
O 4.86 -3.41 1.90 0.01
C 4.44 -4.00 0.81 -0.58
O 5.14 -4.54 -0.06 0.08
O 3.13 -3.73 0.61 -0.01
C 2.48 -4.29 -0.52 -0.03
H 6.71 -2.47 1.60 0.10
H 6.82 -4.13 2.28 0.10
H 6.29 -2.84 3.26 0.08
H 1.44 -3.96 -0.60 0.07
H 2.42 -5.36 -0.33 0.10
H 3.03 -4.00 -1.41 0.10
C 1.48 4.05 1.53 -0.04
O 1.40 3.84 0.15 -0.02
C 1.45 4.81 -0.75 -0.57
O 1.64 6.00 -0.50 0.09
O 1.21 4.37 -2.01 0.01
C 1.13 2.96 -2.30 -0.04
H 0.82 4.86 1.81 0.10
H 2.46 4.47 1.78 0.09
H 1.34 3.15 2.13 0.09
H 0.18 2.46 -2.13 0.05
H 1.92 2.34 -1.88 0.08
H 1.18 2.98 -3.39 0.08
C 4.02 -1.69 7.52 -0.07
O 3.12 -1.55 6.41 -0.06
C 1.97 -0.76 6.46 -0.52
O 1.62 -0.17 7.48 0.11
O 1.27 -0.83 5.33 0.02
C 1.79 -1.41 4.11 0.00
H 4.59 -2.61 7.41 0.08
H 3.61 -1.89 8.50 0.09
H 4.77 -0.91 7.61 0.08
H 0.93 -1.35 3.44 0.10
H 2.30 -2.37 4.23 0.09
H 2.49 -0.71 3.66 0.08
C -0.65 5.20 -7.14 -0.04
O -0.64 4.76 -5.76 -0.02
C -1.78 4.13 -5.28 -0.52
O -2.89 4.05 -5.79 0.10
O -1.43 3.56 -4.10 -0.02
C -2.32 2.75 -3.30 -0.02
H -1.60 5.57 -7.52 0.09
H -0.35 4.38 -7.78 0.09
H 0.14 5.94 -7.26 0.09
H -3.38 2.83 -3.54 0.09
H -2.30 3.09 -2.27 0.08
H -2.18 1.67 -3.29 0.07
C 5.67 0.05 4.39 -0.04
O 4.76 1.12 4.20 0.01
C 4.18 1.51 3.09 -0.52
O 3.53 2.57 3.08 0.09
O 4.26 0.53 2.09 -0.04
C 3.46 0.75 0.93 -0.06
H 6.67 0.25 4.01 0.10
H 5.25 -0.89 4.03 0.08
H 5.88 -0.15 5.44 0.08
H 2.44 0.83 1.30 0.07
H 3.44 -0.01 0.16 0.09
H 3.61 1.71 0.43 0.09
```

Results
LUMO, eV: 1.78
Charge: -1
Relative energy (zero: lowest compared OMol25 entry of this formula, charge and spin), kJ/mol: 306.81



Formula: C3H11N2O
Source: the OMol25 dataset
Level of theory: ωB97M-V/def2-TZVPD

The geometry in XYZ format:
```
17
Properties=species:S:1:pos:R:3:nbo_charge:R:1
C -0.50 -2.39 -0.94 -0.67
C -0.52 -0.91 -0.67 0.24
C 0.02 -0.43 0.45 -0.17
N -0.32 0.99 0.78 -0.71
N -1.06 -0.03 -1.63 -0.86
H -0.54 -2.88 0.04 0.24
H 0.41 -2.72 -1.44 0.25
H -1.33 -2.71 -1.56 0.24
H 0.86 -0.80 1.01 0.24
H -0.53 1.53 -0.07 0.45
H 0.46 1.49 1.27 0.47
H -1.15 1.04 1.36 0.43
H -0.30 0.40 -2.13 0.40
H -1.73 -0.47 -2.24 0.40
H 2.58 2.60 1.34 0.50
H 1.93 2.79 2.68 0.51
O 1.72 2.49 1.78 -0.97
```

Results
LUMO, eV: -3.10
Charge: +1
Relative energy (zero: lowest compared OMol25 entry of this formula, charge and spin), kJ/mol: 133.48



Formula: C3H4N2O2
Source: the OMol25 dataset
Level of theory: ωB97M-V/def2-TZVPD

The geometry in XYZ format:
```
11
Properties=species:S:1:pos:R:3:nbo_charge:R:1
C -0.56 -1.04 -0.42 -0.33
C -0.92 0.37 -0.32 0.83
O -2.07 0.76 0.19 -0.61
N 0.46 -0.81 0.64 -0.64
N 2.38 0.58 0.30 -0.72
C 1.23 0.19 0.28 0.71
O 0.04 1.25 -0.50 -0.60
H -2.01 1.72 0.36 0.51
H 2.94 0.01 0.93 0.40
H -1.34 -1.70 -0.06 0.23
H -0.15 -1.33 -1.39 0.21
```

Results
LUMO, eV: 0.11
Relative energy (zero: lowest compared OMol25 entry of this formula, charge and spin), kJ/mol: 396.63



Formula: C4H10S
Source: the OMol25 dataset
Level of theory: ωB97M-V/def2-TZVPD

The geometry in XYZ format:
```
15
Properties=species:S:1:pos:R:3:nbo_charge:R:1
C -1.46 0.04 -0.83 -0.72
C -1.56 -0.72 0.90 0.00
C -1.72 0.67 0.57 -0.45
S 1.43 -0.09 0.08 -0.62
C 3.20 0.03 -0.23 -0.72
H -1.32 0.86 -1.53 0.33
H -2.34 -0.48 -1.20 0.23
H -0.42 -0.42 -0.92 0.35
H -2.41 -1.39 0.89 0.22
H -0.64 -0.98 1.41 0.27
H -0.89 1.23 0.98 0.28
H -2.66 1.16 0.78 0.24
H 3.63 1.00 0.01 0.19
H 3.41 -0.18 -1.28 0.20
H 3.74 -0.72 0.36 0.20
```

Results
LUMO, eV: -1.45
Relative energy (zero: lowest compared OMol25 entry of this formula, charge and spin), kJ/mol: 475.66